# 1
A molecular structure, C4H33NO16. Source: the OMol25 dataset; level of theory: ωB97M-V with the def2-TZVPD basis set.

XYZ file:
```
54
Properties=species:S:1:pos:R:3:nbo_charge:R:1
C -0.545 -0.768 -0.096 -0.107
O -0.374 -0.800 -1.520 -0.837
C 0.476 0.314 0.504 -0.068
C 1.798 0.327 -0.307 -0.569
C 2.680 1.489 0.198 0.813
O 3.053 2.384 -0.599 -0.727
O 3.103 1.336 1.396 -0.831
N -0.158 1.635 0.345 -0.890
H -0.127 -1.768 0.207 0.206
H -1.651 -0.559 0.079 0.186
H 0.726 0.102 1.571 0.225
H 2.357 -0.641 -0.234 0.230
H 1.624 0.376 -1.371 0.226
H 0.302 2.395 0.810 0.373
H -0.462 1.775 -0.599 0.361
H 1.183 -1.920 -1.975 0.481
H 0.593 -2.630 -3.053 0.483
O 1.501 -2.480 -2.736 -0.992
H -2.794 1.068 -0.945 0.500
H -2.589 2.093 0.046 0.471
O -3.280 1.426 0.048 -1.089
H 0.648 0.630 3.976 0.503
H -0.390 -0.483 4.090 0.500
O 0.611 -0.342 4.157 -1.049
H 1.798 -2.927 2.105 0.489
H 0.760 -2.197 2.918 0.484
O 0.978 -3.071 2.589 -0.980
H -3.737 0.433 1.193 0.538
H -3.208 -1.063 1.325 0.474
O -3.671 -0.406 1.871 -0.983
H -0.922 -0.027 -1.870 0.520
H -2.966 0.131 -2.545 0.467
O -2.318 0.663 -2.077 -1.124
H 2.250 2.369 -1.964 0.502
H 2.616 1.882 -3.387 0.452
O 1.991 2.473 -2.969 -1.027
H -1.995 -3.195 -0.568 0.457
H -1.487 -2.209 -1.587 0.486
O -1.615 -3.175 -1.449 -0.971
H 0.149 -1.000 -4.040 0.501
H -1.176 -1.646 -3.616 0.472
O -0.460 -1.749 -4.247 -0.954
H -2.734 -0.029 2.894 0.495
H -1.861 1.185 3.142 0.463
O -1.964 0.328 3.562 -1.044
H 1.349 2.778 3.272 0.462
H 2.126 1.594 2.524 0.516
O 1.469 1.828 3.297 -1.022
H 2.441 -1.012 2.527 0.486
H 3.608 -0.637 1.679 0.504
O 3.138 -1.451 1.996 -0.996
H -0.238 2.025 -3.474 0.475
H -1.623 1.500 -3.148 0.491
O -0.986 1.645 -3.945 -1.036
```

LUMO energy = 4.88 eV
Charge = -2
Electronic energy = -1430.899819 a.u.
Energy relative to the best compared isomer or geometry (same formula, charge and spin) = 0.0 kJ/mol
Orbital gap = 0.318 Eh



# 2
A molecular structure, C36H34Cl2IrN2O6PS. Source: the OMol25 dataset; level of theory: ωB97M-V with the def2-TZVPD basis set.

XYZ file:
```
83
Properties=species:S:1:pos:R:3:lowdin_charge:R:1
Ir 0.520 0.018 0.097 0.735
O 5.077 0.727 3.800 0.128
C 3.970 0.800 4.500 -0.515
O 3.984 0.925 5.702 0.059
C 2.682 0.697 3.757 -0.039
C 1.432 0.694 4.359 -0.538
Cl 1.100 0.873 6.008 0.850
N 0.470 0.596 3.388 -0.030
N 1.078 0.550 2.171 0.029
C 2.416 0.606 2.374 -0.147
C 3.286 0.533 1.200 -0.609
O 4.522 0.442 1.301 0.054
O 2.685 0.498 0.064 -0.260
C -0.918 0.572 3.472 -0.189
C -1.663 0.970 2.355 -0.039
C -3.043 0.965 2.389 -0.064
C -3.708 0.587 3.543 -0.076
C -2.977 0.168 4.645 -0.079
C -1.598 0.136 4.614 -0.045
H 4.942 0.635 2.800 0.065
H -1.138 1.330 1.477 0.044
H -3.605 1.262 1.518 0.086
H -4.785 0.618 3.586 0.102
H -3.494 -0.151 5.537 0.104
H -1.051 -0.225 5.466 0.060
Cl -1.052 2.095 -1.279 0.709
C -2.656 1.436 -1.153 -0.660
C -3.763 2.254 -1.076 -0.104
C -5.022 1.680 -0.948 -0.074
C -5.159 0.295 -0.874 -0.075
C -4.050 -0.518 -0.963 -0.060
C -2.779 0.039 -1.128 -0.380
P -1.260 -0.940 -1.224 0.918
C -1.028 -1.129 -3.017 -0.325
C -1.592 -0.248 -3.941 -0.081
C -1.314 -0.381 -5.288 -0.079
C -0.490 -1.402 -5.738 -0.081
C 0.077 -2.279 -4.824 -0.075
C -0.171 -2.134 -3.474 -0.109
C -1.756 -2.578 -0.613 -0.366
C -2.102 -3.666 -1.407 -0.083
C -2.423 -4.875 -0.813 -0.079
C -2.405 -5.008 0.567 -0.081
C -2.075 -3.919 1.361 -0.074
C -1.751 -2.711 0.777 -0.111
H -3.650 3.326 -1.103 0.110
H -5.896 2.310 -0.903 0.106
H -6.139 -0.141 -0.749 0.106
H -4.145 -1.593 -0.915 0.108
H -2.262 0.536 -3.618 0.094
H -1.749 0.311 -5.994 0.104
H -0.291 -1.510 -6.793 0.102
H 0.725 -3.071 -5.168 0.104
H 0.291 -2.798 -2.762 0.096
H -2.116 -3.571 -2.485 0.104
H -2.685 -5.719 -1.432 0.103
H -2.642 -5.960 1.018 0.103
H -2.061 -4.023 2.435 0.105
H -1.479 -1.855 1.386 0.082
O 2.619 3.061 1.144 -0.479
S 1.993 2.895 -0.170 0.869
C 1.701 4.654 -0.701 -0.300
C 3.023 5.098 -1.285 -0.251
C 3.431 3.978 -2.234 -0.236
C 3.342 2.698 -1.425 -0.275
H 1.405 5.206 0.184 0.090
H 0.904 4.662 -1.441 0.074
H 3.762 5.182 -0.487 0.117
H 2.945 6.062 -1.790 0.112
H 4.440 4.122 -2.623 0.113
H 2.741 3.945 -3.081 0.112
H 4.239 2.505 -0.843 0.102
H 3.102 1.819 -2.018 0.086
C 3.450 -2.085 -1.319 -0.031
O 2.038 -1.905 -1.218 -0.164
C 1.409 -1.924 -0.051 -0.273
C 2.057 -2.550 1.135 -0.051
H 3.963 -1.314 -0.743 0.088
H 3.684 -1.969 -2.375 0.102
H 3.751 -3.072 -0.968 0.094
H 2.475 -3.522 0.867 0.088
H 1.337 -2.692 1.936 0.079
H 2.878 -1.934 1.518 0.092
```

LUMO energy (alpha / beta) = -0.42 / -0.42 eV
Electronic energy = -3717.342265 a.u.
Orbital gap (alpha / beta) = 0.227 / 0.227 Eh



# 3
A gas-phase ion, C3H3N2O2 (charge -1). Source: the OMol25 dataset; level of theory: ωB97M-V with the def2-TZVPD basis set.

XYZ file:
```
10
Properties=species:S:1:pos:R:3:nbo_charge:R:1
C -1.454 0.218 0.025 -0.090
C -0.951 -1.037 0.012 -0.181
C 1.604 -0.045 0.083 0.832
N -0.450 0.922 -0.591 -0.504
N 0.407 -0.288 -0.703 -0.336
O 2.400 -0.934 0.202 -0.727
O 1.717 1.155 0.451 -0.800
H -2.290 0.656 0.510 0.178
H -1.227 -2.149 0.095 0.209
H 0.244 1.503 -0.084 0.419
```

LUMO energy = 4.21 eV
Charge = -1
Electronic energy = -376.053019 a.u.
Energy relative to the best compared isomer or geometry (same formula, charge and spin) = 299.4 kJ/mol
Orbital gap = 0.303 Eh
Structure (SMILES) = O=C([O-])n1cc[nH]1



# 4
A single C5H3F5N2S molecule. Source: the OMol25 dataset; level of theory: ωB97M-V with the def2-TZVPD basis set.

XYZ file:
```
16
Properties=species:S:1:pos:R:3:nbo_charge:R:1
C -0.234 1.134 0.327 -0.363
C -0.579 -0.143 -0.014 0.043
C 1.119 1.431 0.028 0.030
C 2.803 -0.174 -0.768 0.761
C 3.614 -0.347 0.568 0.920
N 0.446 -0.671 -0.676 -0.368
N 1.455 0.266 -0.695 -0.292
F 3.593 0.686 -1.497 -0.300
F 2.889 -1.375 -1.422 -0.311
F 2.943 -1.244 1.364 -0.338
F 3.849 0.740 1.353 -0.278
F 4.719 -1.039 0.201 -0.303
S 2.226 2.627 0.275 -0.133
H -0.804 1.770 0.893 0.236
H -1.596 -0.600 0.159 0.250
H 0.701 -1.712 -0.775 0.445
```

LUMO energy = 0.14 eV
Electronic energy = -1199.301989 a.u.
Energy relative to the best compared isomer or geometry (same formula, charge and spin) = 73.3 kJ/mol
Orbital gap = 0.305 Eh
Structure (SMILES) = FC(F)(F)C(F)(F)n1[nH]ccc1=S



# 5
7 unconnected molecules or ions with the total composition C24H53F2NO16. Source: the OMol25 dataset; level of theory: ωB97M-V with the def2-TZVPD basis set.

XYZ file:
```
96
Properties=species:S:1:pos:R:3:lowdin_charge:R:1
N 0.614 0.335 -1.606 0.338
H 1.301 0.701 -2.091 0.016
H 0.192 -0.486 -2.142 0.146
H -0.082 1.074 -1.399 0.129
H 1.021 -0.252 -0.869 0.096
O -0.284 -1.569 0.521 -0.344
H -0.371 -1.079 1.244 -0.234
C 0.047 -3.655 2.792 -0.060
C 0.365 -4.415 1.547 -0.387
O -0.100 -5.683 1.878 0.147
C -0.424 -5.789 3.140 -0.492
O -0.763 -6.906 3.742 0.039
O -0.282 -4.636 3.802 0.080
F 1.657 -4.442 1.406 0.125
H -0.670 -2.721 2.642 0.147
H 1.017 -3.276 3.251 0.154
H -0.165 -4.073 0.648 0.144
C -2.478 -3.810 -0.957 -0.033
C -3.155 -3.243 0.316 -0.265
O -3.174 -4.396 1.070 0.120
C -2.785 -5.521 0.494 -0.673
O -2.743 -6.593 0.925 0.222
O -2.388 -5.232 -0.701 0.101
F -4.517 -3.100 0.170 0.041
H -1.562 -3.279 -1.239 0.107
H -3.100 -3.664 -1.905 0.152
H -2.840 -2.586 1.038 0.125
C -2.823 1.109 -0.191 -0.133
O -2.388 1.110 -1.481 -0.167
C -2.911 0.028 -2.254 -0.097
C -2.356 0.205 -3.740 -0.308
O -1.137 0.068 -3.899 -0.056
C -0.802 -0.514 -5.064 -0.207
C 0.718 -0.400 -5.353 -0.186
O 1.376 -0.870 -4.160 -0.172
C 2.844 -0.665 -4.426 -0.036
H -4.029 0.977 -0.050 0.158
H -2.577 1.851 0.429 0.041
H -2.344 0.313 0.188 0.021
H -3.938 -0.152 -2.600 0.138
H -2.365 -0.894 -1.972 0.124
H -2.526 1.085 -4.205 0.117
H -2.906 -0.368 -4.338 0.090
H -1.166 -0.235 -6.036 0.145
H -0.726 -1.484 -5.066 0.077
H 0.753 0.700 -5.666 0.146
H 1.090 -1.111 -6.169 0.154
H 3.098 0.208 -5.021 0.094
H 3.250 -1.442 -5.042 0.086
H 3.462 -0.680 -3.680 -0.001
C 0.864 3.631 -0.582 -0.088
O 0.852 3.232 -1.990 -0.192
C 2.080 3.547 -2.676 -0.173
C 3.300 3.135 -1.987 -0.378
O 3.251 1.997 -1.519 -0.119
C 4.379 1.419 -0.927 -0.131
C 4.062 -0.012 -0.425 -0.166
O 3.117 0.130 0.612 -0.181
C 2.832 -1.098 1.153 -0.133
H 1.233 4.655 -0.321 0.107
H 1.243 2.917 0.172 0.066
H -0.182 3.762 -0.313 0.084
H 2.053 4.604 -2.865 0.121
H 1.883 3.067 -3.684 0.146
H 3.451 3.665 -1.052 0.143
H 4.033 3.269 -2.807 0.153
H 4.585 1.917 -0.034 0.114
H 5.186 1.568 -1.573 0.116
H 4.964 -0.470 0.022 0.138
H 3.626 -0.533 -1.414 0.154
H 3.656 -1.297 1.752 0.077
H 2.557 -1.883 0.533 0.074
H 2.185 -0.859 1.941 0.067
C 0.469 5.575 2.672 -0.017
O 0.416 4.207 2.233 -0.175
C 1.204 3.365 2.942 -0.246
C 0.796 1.871 2.763 -0.303
O -0.300 1.803 3.372 -0.097
C -0.759 0.453 3.607 -0.079
C -2.314 0.297 3.888 -0.195
O -2.863 1.038 4.934 -0.163
C -4.258 0.847 4.943 -0.146
H 1.388 5.900 2.482 0.058
H 0.074 5.570 3.699 0.121
H -0.163 6.054 2.156 0.021
H 1.281 3.571 4.076 0.152
H 2.272 3.445 2.680 0.119
H 1.462 1.171 3.230 0.128
H 0.525 1.795 1.631 0.148
H -0.219 0.123 4.309 0.056
H -0.540 -0.229 2.826 0.083
H -2.624 -0.751 3.819 0.110
H -2.948 0.368 2.864 0.142
H -4.538 1.765 5.637 0.124
H -4.720 -0.096 5.407 0.103
H -4.761 0.942 3.935 0.089
```

LUMO energy = 0.15 eV
Electronic energy = -2403.902764 a.u.
Energy relative to the best compared isomer or geometry (same formula, charge and spin) = 153.3 kJ/mol
Orbital gap = 0.299 Eh



# 6
A single C8H8OS molecule. Source: the OMol25 dataset; level of theory: ωB97M-V with the def2-TZVPD basis set.

XYZ file:
```
18
Properties=species:S:1:pos:R:3:nbo_charge:R:1
C 1.441 0.357 0.157 -0.140
C 0.925 -0.757 -0.253 -0.204
C -1.344 -1.829 0.161 -0.161
C -0.603 1.666 -0.251 -0.161
C -2.591 -1.479 0.332 -0.403
C -1.196 0.536 -0.457 -0.189
C 0.837 1.682 0.030 -0.478
C -0.494 -0.829 -0.659 -0.327
O -3.361 1.027 0.963 -0.964
S -2.987 0.290 -0.236 1.255
H 2.429 0.508 0.681 0.206
H 1.513 -1.582 -0.103 0.210
H -0.982 -2.767 0.443 0.213
H -1.122 2.501 0.108 0.226
H -3.273 -2.192 0.865 0.239
H 1.031 2.131 0.910 0.222
H 1.284 2.405 -0.711 0.225
H -0.634 -1.070 -1.755 0.230
```

LUMO energy = 0.82 eV
Electronic energy = -782.940258 a.u.
Energy relative to the best compared isomer or geometry (same formula, charge and spin) = 165.9 kJ/mol
Orbital gap = 0.361 Eh